# 1
{
  "formula": "C9H4Cl2IrN2O3Y",
  "method": "ωB97M-V/def2-TZVPD",
  "species": ["Ir", "Y", "Cl", "Cl", "C", "C", "C", "O", "O", "O", "N", "C", "C", "C", "C", "C", "N", "C", "H", "H", "H", "H"],
  "xyz": [[-1.509, 3.805, -1.093], [-0.416, 1.047, -0.929], [-2.386, 2.510, 0.622], [1.500, 2.416, -0.124], [1.571, 0.105, -2.139], [-3.270, 3.853, -1.634], [-0.230, 4.571, -2.160], [2.584, -0.259, -2.560], [-4.398, 3.872, -1.911], [0.519, 5.025, -2.941], [-1.767, -4.971, 1.531], [-1.059, -4.045, 1.391], [-0.179, -2.885, 1.264], [1.164, -2.982, 1.659], [2.003, -1.874, 1.530], [1.455, -0.709, 0.990], [0.152, -0.606, 0.597], [-0.665, -1.679, 0.766], [1.537, -3.936, 2.061], [3.056, -1.906, 1.804], [2.052, 0.180, 0.806], [-1.713, -1.531, 0.470]],
  "forces_ev_per_a": [[0.55, -0.53, 3.29], [1.22, 0.17, 0.96], [0.98, -0.41, 0.06], [-1.38, -0.39, -0.57], [5.02, -1.97, -2.53], [-11.18, 0.81, -2.80], [7.86, 4.13, -6.02], [-4.64, 1.68, 1.94], [5.32, -0.11, 1.07], [-3.94, -2.15, 3.83], [-0.55, -0.75, 0.07], [1.92, 2.80, -0.26], [-1.61, -2.75, 0.64], [1.65, -0.19, 0.50], [-0.63, -0.46, -0.01], [0.30, -0.34, 0.07], [-0.92, -1.42, 0.18], [-0.17, 2.13, -0.81], [-0.07, 0.41, -0.16], [-0.16, -0.04, 0.06], [0.10, -0.20, 0.28], [0.32, -0.43, 0.22]],
  "spin_multiplicity": 5,
  "e_tot_ev": -47394.4729,
  "homo_energy_ev": [-23.740, -24.916],
  "total_charge": 4
}

---

# 2
{
  "formula": "C36H38FeN9O3S2",
  "method": "ωB97M-V/def2-TZVPD",
  "species": ["Fe", "C", "O", "C", "C", "C", "C", "C", "C", "N", "N", "C", "O", "C", "C", "C", "C", "C", "C", "C", "O", "H", "H", "H", "H", "H", "H", "H", "H", "H", "H", "H", "H", "C", "C", "C", "C", "N", "N", "C", "H", "H", "H", "H", "H", "H", "H", "H", "C", "C", "C", "C", "N", "C", "S", "N", "C", "H", "H", "H", "H", "H", "H", "H", "H", "S", "C", "C", "C", "C", "C", "C", "H", "H", "H", "H", "H", "N", "C", "C", "N", "C", "C", "N", "H", "H", "H", "H", "H"],
  "xyz": [[-0.507, -0.322, -0.467], [1.671, 3.185, -4.777], [0.959, 2.492, -3.783], [1.001, 3.016, -2.504], [1.652, 4.194, -2.197], [1.628, 4.697, -0.894], [0.922, 4.016, 0.067], [0.270, 2.812, -0.223], [-0.604, 2.264, 0.806], [-1.049, 1.077, 0.731], [-2.132, 0.713, 1.527], [-2.817, -0.167, 0.847], [-2.535, -0.567, -0.346], [-4.009, -0.757, 1.526], [-4.235, -0.556, 2.885], [-5.322, -1.152, 3.504], [-6.193, -1.954, 2.775], [-5.971, -2.156, 1.420], [-4.881, -1.560, 0.800], [0.315, 2.251, -1.521], [-0.222, 1.101, -1.875], [1.547, 2.619, -5.700], [1.277, 4.195, -4.927], [2.738, 3.251, -4.540], [2.185, 4.740, -2.962], [2.150, 5.614, -0.658], [0.870, 4.387, 1.083], [-0.971, 2.917, 1.594], [-3.541, 0.062, 3.439], [-5.487, -0.998, 4.563], [-7.038, -2.423, 3.264], [-6.645, -2.780, 0.847], [-4.682, -1.712, -0.253], [0.193, -1.874, 4.680], [-0.243, -2.136, 3.279], [-0.961, -3.176, 2.714], [-1.069, -2.858, 1.355], [-0.436, -1.711, 1.101], [0.038, -1.285, 2.290], [-1.793, -3.625, 0.296], [-0.408, -2.460, 5.375], [0.100, -0.812, 4.909], [1.244, -2.137, 4.814], [-1.380, -4.030, 3.220], [0.519, -0.370, 2.430], [-2.602, -4.199, 0.750], [-1.132, -4.325, -0.220], [-2.225, -2.939, -0.432], [1.649, 0.292, -5.060], [2.586, 0.222, -3.901], [3.947, 0.133, -3.998], [4.678, 0.073, -2.791], [4.114, -0.014, -1.611], [2.759, -0.020, -1.527], [1.965, -0.294, -0.083], [2.033, 0.196, -2.676], [6.178, 0.117, -2.809], [2.197, 0.386, -5.996], [0.966, 1.133, -4.936], [1.050, -0.618, -5.097], [4.440, 0.135, -4.959], [1.056, 0.546, -2.517], [6.576, 0.062, -3.821], [6.575, -0.702, -2.211], [6.511, 1.046, -2.344], [1.357, 1.416, 3.440], [2.918, 0.728, 3.837], [3.184, 0.158, 5.093], [4.419, -0.396, 5.398], [5.444, -0.404, 4.461], [5.203, 0.159, 3.211], [3.971, 0.713, 2.906], [2.395, 0.168, 5.836], [4.581, -0.824, 6.382], [6.408, -0.837, 4.698], [5.985, 0.162, 2.459], [3.794, 1.134, 1.924], [-1.851, -2.223, -5.166], [-1.083, -2.449, -4.042], [-1.129, -1.564, -2.955], [-0.349, -1.744, -1.906], [0.487, -2.792, -1.901], [0.515, -3.649, -2.978], [-0.263, -3.490, -4.053], [-2.672, -1.654, -5.041], [-1.981, -3.033, -5.750], [-1.793, -0.707, -2.926], [1.120, -2.904, -1.031], [1.183, -4.502, -2.983]],
  "forces_ev_per_a": [[0.50, -0.65, 0.22], [0.06, 0.50, -0.07], [-0.15, 0.98, 0.44], [-0.09, 0.13, 0.10], [0.04, 0.04, 0.05], [-0.01, -0.05, -0.08], [0.01, -0.06, 0.01], [0.06, 0.05, 0.03], [-0.07, -0.07, 0.02], [0.14, -0.05, 0.11], [-0.01, 0.02, -0.04], [-0.09, 0.12, 0.02], [0.26, -0.01, -0.13], [-0.03, -0.02, -0.06], [0.00, 0.00, -0.01], [0.00, 0.00, 0.01], [0.00, 0.00, 0.00], [0.00, 0.02, 0.01], [0.00, -0.01, -0.01], [-0.05, 0.42, 0.20], [-0.44, 0.19, -0.03], [0.06, 0.31, 0.04], [0.01, -0.02, 0.04], [0.00, -0.01, 0.01], [0.00, 0.00, -0.01], [0.00, -0.01, 0.00], [0.00, -0.01, 0.00], [-0.05, 0.03, -0.04], [0.00, 0.00, 0.00], [0.00, 0.00, 0.00], [0.00, 0.00, 0.00], [0.00, 0.00, 0.00], [0.00, -0.01, 0.00], [0.01, -0.01, 0.01], [-0.06, 0.03, 0.03], [-0.02, 0.02, 0.02], [0.05, -0.03, -0.10], [-0.35, 0.39, -0.03], [0.29, -0.15, -0.02], [-0.03, 0.00, 0.00], [0.00, -0.01, 0.00], [0.00, 0.00, -0.01], [0.00, 0.00, 0.00], [0.01, -0.01, 0.00], [-0.06, 0.04, -0.08], [0.00, 0.00, 0.01], [-0.01, 0.00, 0.00], [0.00, -0.01, 0.01], [-0.10, -0.40, -0.28], [-0.06, -0.12, 0.06], [0.06, -0.03, 0.01], [0.01, 0.01, -0.07], [0.00, -0.13, 0.10], [-0.01, 0.02, -0.36], [-0.26, 0.15, 0.05], [0.71, -0.03, 0.04], [0.00, 0.00, 0.02], [0.06, -0.07, -0.02], [0.03, -1.04, -0.14], [0.03, -0.15, -0.01], [0.00, 0.00, -0.01], [-0.55, -0.57, -0.10], [0.00, 0.00, 0.00], [0.00, 0.00, 0.00], [0.01, 0.00, -0.01], [-0.06, 0.02, 0.02], [0.05, -0.02, -0.03], [-0.02, 0.03, 0.02], [0.00, -0.01, 0.00], [-0.01, 0.01, -0.01], [0.02, -0.01, 0.01], [-0.02, -0.02, 0.01], [0.00, 0.00, 0.00], [0.00, 0.00, 0.00], [0.00, 0.00, 0.00], [0.00, 0.00, 0.00], [0.00, 0.01, -0.01], [-0.03, 0.02, -0.02], [0.06, 0.01, 0.02], [-0.03, -0.02, 0.01], [0.09, 0.24, 0.07], [0.02, 0.05, -0.04], [-0.03, -0.01, -0.01], [0.01, -0.01, 0.02], [-0.01, -0.02, 0.01], [0.01, 0.00, 0.00], [0.02, 0.00, -0.01], [0.00, 0.00, -0.01], [0.01, 0.01, -0.01]],
  "spin_multiplicity": 1,
  "e_tot_ev": -113563.5748,
  "homo_energy_ev": -3.471,
  "total_charge": -1
}

---

# 3
{
  "formula": "C16H23BF16N2O5P",
  "method": "ωB97M-V/def2-TZVPD",
  "species": ["C", "C", "C", "C", "C", "N", "C", "B", "O", "O", "P", "N", "O", "H", "H", "H", "H", "H", "H", "H", "H", "H", "H", "H", "H", "H", "H", "H", "C", "C", "C", "F", "F", "F", "F", "O", "C", "C", "F", "F", "F", "F", "H", "H", "H", "H", "C", "C", "C", "F", "F", "F", "F", "O", "C", "C", "F", "F", "F", "F", "H", "H", "H", "H"],
  "xyz": [[0.305, -1.076, 1.930], [-0.171, -0.150, 1.349], [-0.637, 1.024, 0.615], [0.511, 2.053, 0.435], [0.123, 3.494, 0.754], [0.549, 3.953, 2.136], [2.014, 4.309, 2.232], [2.993, 3.211, 2.925], [3.278, 3.337, 4.255], [3.581, 2.196, 2.234], [0.037, 2.799, 3.456], [0.239, 3.897, 4.719], [-1.557, 2.771, 3.175], [0.768, -1.923, 2.384], [-0.946, 0.654, -0.363], [-1.525, 1.445, 1.078], [1.379, 1.706, 0.988], [0.790, 2.032, -0.616], [-0.944, 3.663, 0.644], [0.633, 4.155, 0.059], [0.026, 4.820, 2.283], [2.078, 5.208, 2.840], [2.370, 4.583, 1.241], [4.238, 3.321, 4.369], [3.626, 2.349, 1.284], [-0.180, 3.541, 5.573], [-0.250, 4.769, 4.507], [-1.952, 1.945, 3.485], [4.108, -3.179, 0.050], [3.004, -3.984, 0.756], [3.336, -5.415, 1.187], [3.610, -6.190, 0.123], [2.258, -5.936, 1.817], [1.885, -3.971, 0.004], [2.717, -3.303, 1.909], [4.046, -3.091, -1.360], [4.637, -4.041, -2.160], [3.603, -4.744, -3.043], [2.688, -5.375, -2.281], [4.230, -5.664, -3.805], [5.361, -4.916, -1.444], [5.492, -3.393, -2.979], [3.957, -2.153, 0.383], [5.101, -3.462, 0.398], [4.184, -5.428, 1.877], [3.098, -4.021, -3.685], [-4.238, -0.929, -3.132], [-3.661, -0.406, -1.806], [-4.586, -0.387, -0.588], [-5.632, 0.437, -0.771], [-3.880, 0.077, 0.478], [-3.123, 0.824, -1.992], [-2.634, -1.240, -1.474], [-4.658, 0.035, -4.077], [-5.934, 0.546, -4.052], [-5.917, 2.061, -3.839], [-5.338, 2.363, -2.656], [-7.185, 2.520, -3.816], [-6.706, -0.078, -3.146], [-6.480, 0.320, -5.263], [-3.404, -1.430, -3.621], [-4.993, -1.698, -2.968], [-4.953, -1.389, -0.354], [-5.366, 2.552, -4.643]],
  "forces_ev_per_a": [[0.34, -0.58, 0.25], [-0.24, 0.56, -0.05], [0.27, -0.57, -0.20], [-0.56, -0.16, -0.26], [0.56, -0.24, -0.22], [-0.90, 0.69, -0.34], [0.18, -0.20, 0.48], [-0.11, -0.37, 0.31], [0.20, 0.75, -0.52], [0.27, 0.52, -0.34], [0.78, -1.30, 1.07], [-0.66, 0.55, -0.94], [-0.11, 0.58, -0.30], [-0.12, 0.03, 0.04], [-0.16, 0.21, -0.08], [-0.02, 0.12, 0.02], [0.09, 0.20, 0.16], [0.11, 0.05, -0.05], [-0.11, -0.06, 0.20], [-0.02, 0.23, 0.08], [0.07, 0.03, -0.05], [-0.06, 0.01, 0.13], [-0.14, -0.11, -0.17], [-0.08, -0.57, 0.43], [-0.11, -0.29, -0.04], [0.38, -0.12, 0.17], [0.10, 0.10, 0.38], [-0.05, -0.10, -0.23], [0.38, 0.50, 0.19], [-0.14, 0.14, -0.54], [-0.06, -0.18, 0.26], [0.01, 0.07, -0.03], [0.01, 0.07, 0.00], [-0.01, -0.07, 0.05], [0.14, -0.06, 0.16], [-0.38, -0.44, 0.00], [0.27, 0.33, 0.28], [-0.14, -0.10, -0.21], [0.03, 0.01, 0.03], [0.04, 0.02, 0.01], [-0.05, -0.09, -0.05], [0.01, -0.02, -0.10], [-0.09, 0.00, 0.00], [-0.06, -0.25, -0.02], [0.01, 0.03, -0.03], [0.04, 0.04, 0.01], [0.10, -0.51, -0.37], [0.00, 0.31, -0.37], [-0.07, -0.07, 0.25], [0.06, 0.02, -0.06], [0.07, 0.00, 0.01], [-0.01, -0.01, 0.09], [-0.05, -0.12, 0.09], [0.02, 0.41, 0.45], [0.09, -0.48, -0.15], [-0.04, 0.27, -0.05], [0.00, -0.04, 0.00], [-0.01, -0.04, 0.00], [-0.02, 0.11, 0.04], [-0.06, 0.06, -0.05], [0.07, 0.06, 0.03], [-0.11, 0.13, 0.19], [0.05, -0.01, -0.03], [0.00, -0.05, -0.03]],
  "spin_multiplicity": 1,
  "e_tot_ev": -83623.1712,
  "homo_energy_ev": -12.656,
  "total_charge": 1
}